69
Properties=species:S:1:pos:R:3:forces:R:3:mulliken_spin:R:1 method="wB97M-V/def2-TZVPD" e_lumo_ev="-10.731 / -9.384" s2=1.239 spin_multiplicity=2 charge=+2 homo_energy_ev="-13.757 / -13.759" gap_ev="3.03 / 4.38"
C 4.922859 4.652288 -0.381030 -0.485 0.329 0.742 -0.0005
C 3.415900 4.515826 -0.946492 0.140 -1.252 0.063 -0.0007
O 3.009630 5.620581 -1.782592 -0.215 -1.521 0.454 -0.0001
C 3.258095 3.153218 -1.828882 1.361 2.122 -0.163 -0.0013
O 3.253144 2.037519 -0.872994 -3.566 -1.591 -0.220 0.0005
C 1.997389 1.405513 -0.796687 0.616 -1.993 -0.192 -0.0410
C 1.838742 0.050852 -1.287069 0.836 0.139 0.632 0.0112
C 3.060532 -0.784419 -1.917747 2.435 -1.854 0.195 -0.0146
C 3.953749 -1.564401 -0.940096 0.747 -0.316 -1.560 0.0009
C 5.192067 -2.435115 -1.327744 -3.017 2.383 -4.137 0.0054
C 5.399895 -2.464225 -2.887484 -2.783 1.753 3.112 -0.0033
C 4.380080 -1.653353 -3.713154 0.914 -0.672 0.824 -0.0032
N 3.292591 -0.843030 -3.313596 1.918 -1.875 3.012 -0.0024
C 0.423694 -0.732057 -1.191089 -1.157 -0.406 -1.401 -0.0056
O -0.033367 -1.464740 -2.085002 1.991 2.513 3.328 0.0087
C -0.376627 -0.433414 0.178439 0.276 0.353 1.911 0.0331
C -1.180597 -1.537687 0.907524 0.117 1.889 0.960 -0.0910
C -1.318888 -3.033339 0.360753 1.029 0.476 -0.755 0.0063
C -2.463723 -3.230058 -0.746293 -0.831 -0.293 -0.519 -0.0062
C -3.953388 -2.903988 -0.249717 -0.575 0.564 0.007 -0.0018
C -4.415603 -1.399621 -0.679977 0.010 -1.287 0.476 -0.0006
C -4.554098 -1.205605 -2.268367 -0.811 0.071 0.904 -0.0005
N -4.258231 0.246242 -2.580833 -0.171 -1.420 -0.989 -0.0002
C -1.869816 -1.152156 2.257415 0.630 2.780 -0.593 -0.0529
C -2.688660 -2.194184 3.154669 1.876 -0.057 0.368 -0.0042
C -1.675140 -2.585982 4.385806 -0.033 -1.202 0.024 -0.0029
O -0.276435 -2.291505 4.019818 -0.355 0.814 0.991 0.0014
C -1.715893 0.308761 2.773004 0.809 -1.273 -1.520 -0.0190
Br -2.554511 0.789820 4.510130 1.006 -0.389 -2.110 -0.0070
C -0.921421 1.441019 2.050830 0.480 -1.697 -0.974 -0.0764
O -0.828943 2.740980 2.619099 -1.983 -2.490 -2.420 -0.0026
B -1.943047 3.502329 2.043849 -1.538 2.991 -0.307 -0.0024
O -2.267931 4.818485 2.528372 0.795 -2.968 -1.456 -0.0002
O -2.737283 3.002283 0.942855 1.013 -0.424 2.425 -0.0027
C -0.216855 1.073067 0.713023 -0.465 -2.287 1.865 -0.0082
C 0.689450 2.101666 -0.135888 -0.356 2.246 -0.300 -0.0047
O 0.440461 3.312669 -0.261784 0.769 -4.455 0.710 0.0051
H 5.515500 5.442573 -0.949387 -0.775 -1.316 0.520 0.0000
H 4.883015 5.011067 0.717889 -0.018 -0.476 -1.818 -0.0001
H 5.459631 3.630983 -0.334509 -0.843 1.639 -0.405 0.0000
H 2.731281 4.380057 -0.026331 0.797 0.360 -1.458 -0.0001
H 2.197410 5.302292 -2.249237 0.870 0.740 0.560 0.0001
H 2.336055 3.169980 -2.502636 1.164 -0.193 1.012 0.0008
H 4.219219 3.027458 -2.458833 -1.730 0.011 0.890 0.0011
H 3.697746 -1.495449 0.183664 0.424 -0.049 -1.551 0.0095
H 5.844499 -2.999200 -0.590321 -1.080 0.949 -1.036 0.0001
H 6.255923 -3.067882 -3.352871 -1.597 1.141 0.631 0.0002
H 4.534411 -1.721818 -4.854713 -0.411 0.303 2.051 -0.0003
H -0.318393 -3.290169 -0.163734 -1.531 0.452 0.828 -0.0059
H -1.433574 -3.791132 1.203494 0.042 1.299 -0.955 0.0007
H -2.436456 -4.328986 -1.104124 0.242 1.699 0.809 0.0001
H -2.260236 -2.609316 -1.699370 -0.053 -0.881 1.760 -0.0002
H -4.091402 -2.938399 0.891926 0.463 -0.210 -1.655 0.0001
H -4.682424 -3.701384 -0.662538 1.184 1.401 0.521 -0.0007
H -5.423206 -1.203525 -0.151421 1.515 -0.163 -0.998 -0.0004
H -3.668886 -0.667461 -0.203120 -0.899 -0.827 -0.989 0.0017
H -3.894241 -1.899462 -2.890258 -0.803 0.743 1.064 0.0001
H -5.650141 -1.467773 -2.526492 1.808 0.458 0.283 -0.0001
H -4.988374 0.550186 -3.255771 1.061 -0.037 0.499 0.0000
H -3.342564 0.211579 -3.073245 -1.089 0.525 0.244 0.0000
H -3.619764 -1.749925 3.637625 1.159 -0.501 -1.103 -0.0019
H -2.879169 -3.186488 2.609370 0.024 1.969 0.610 0.0000
H -1.979224 -2.109691 5.374298 0.512 -0.426 -1.476 0.0002
H -1.701885 -3.734088 4.519723 -0.182 1.913 -0.174 0.0000
H 0.152026 -1.789407 4.753497 -0.641 -0.759 -0.609 -0.0004
H -2.914615 5.221569 1.894342 0.733 -0.469 0.833 -0.0001
H -3.562721 2.625264 1.320505 0.399 0.366 -0.674 0.0000
O 2.970700 -1.136779 2.895411 -4.208 2.197 -3.976 -0.7973
V 1.772040 -0.548908 1.796093 2.038 -1.563 2.375 2.0760

18
Properties=species:S:1:pos:R:3:forces:R:3:nbo_charge:R:1 method="wB97M-V/def2-TZVPD" e_lumo_ev=4.792 charge=-2 homo_energy_ev=-2.333 gap_ev=7.12
C 1.199310 1.401679 1.182488 -1.110 -2.322 -1.334 -0.2732
C 1.330216 0.947507 -0.188502 -0.319 -0.027 2.561 -0.2113
C 0.508855 0.543943 2.076140 0.022 0.008 0.970 -0.2025
C 0.762301 -0.260394 -0.485618 -0.674 -0.702 -1.284 -0.2705
C -0.047180 -0.721564 1.720147 0.880 2.650 -0.660 -0.2607
C 0.030827 -1.084734 0.393145 2.326 -0.705 1.016 0.3686
O -2.407592 -3.858662 -0.121128 0.645 0.193 0.090 -1.1428
O -0.144680 -2.435400 0.151474 -1.892 0.293 -0.868 -0.7970
O -1.327553 -2.688042 -2.044829 -0.004 -1.702 -1.024 -1.0364
O -2.292175 -1.221520 -0.266460 -0.351 -0.633 0.013 -1.1743
P -1.739586 -2.594975 -0.503304 0.130 1.202 0.539 2.4945
Cl 1.056127 11.252885 -3.957720 0.013 0.063 -0.021 -1.0000
H 1.499349 2.359101 1.500842 0.629 0.884 0.356 0.2012
H 1.952461 1.341296 -0.981713 -0.128 0.786 0.327 0.2063
H 0.457389 0.815157 3.179857 0.002 -0.085 -1.554 0.1910
H 0.868672 -0.539534 -1.532074 -0.029 -0.564 0.194 0.1959
H -1.150717 -1.891610 -2.517587 0.016 0.985 0.070 0.4921
H -0.556024 -1.365133 2.394840 -0.155 -0.323 0.610 0.2192

9
Properties=species:S:1:pos:R:3:forces:R:3:nbo_charge:R:1 method="wB97M-V/def2-TZVPD" e_lumo_ev=-1.102 homo_energy_ev=-11.808 relative_energy_kcal_mol=78.72 gap_ev=10.71
C -1.039032 0.353651 -0.358236 -1.839 2.524 -1.434 0.3592
N 0.976900 -0.321525 1.545917 0.227 0.278 0.034 -0.9834
O 0.909512 -1.356650 -0.666683 0.636 -0.876 -2.337 -0.8504
F -1.794190 0.525807 0.725049 0.123 -0.378 0.412 -0.2998
F -1.551454 -0.641433 -1.112436 0.290 0.500 0.457 -0.2977
F 1.326473 1.458327 -0.808809 -1.090 -3.132 1.679 -0.5996
S 0.634589 -0.209765 0.093883 1.496 2.108 -0.149 2.0443
H -1.055924 1.370888 -0.931438 0.640 -2.088 0.818 0.2191
H 1.593122 -1.179298 1.512750 -0.484 1.064 0.520 0.4082

149
Properties=species:S:1:pos:R:3:forces:R:3:lowdin_charge:R:1 method="wB97M-V/def2-TZVPD" e_lumo_ev=-4.603 charge=+3 homo_energy_ev=-8.059 gap_ev=3.46
C -2.003175 -1.092101 7.833916 0.322 -0.150 -0.710 -0.0602
C -0.816965 -0.215181 8.380096 -0.757 0.483 1.157 -0.8486
O -0.866525 0.093779 9.575766 -1.221 -0.514 1.702 -0.1040
O 0.096665 0.196949 7.672126 1.106 -0.323 -2.909 -0.1119
H -2.105655 -2.026571 8.385606 0.119 0.066 0.240 0.0464
H -1.892895 -1.357511 6.782486 0.458 -0.067 -0.170 0.0360
H -2.986395 -0.621631 7.840446 0.096 0.452 0.557 0.0430
C 0.121005 -0.558681 0.926346 -1.432 0.465 -0.431 -0.0539
C -0.621425 -0.131881 -0.441764 0.459 -0.270 0.179 -0.7900
O -0.050305 -0.438991 -1.524084 0.288 0.114 0.327 -0.1626
O -1.745945 0.402249 -0.320904 0.434 -0.015 0.267 -0.1210
H 1.207905 -0.632761 0.961946 -0.053 -0.058 -0.483 0.0354
H -0.343865 -1.508581 1.190316 0.295 -0.342 -0.093 0.0486
H -0.220835 0.081979 1.739256 0.111 0.302 -0.088 0.0458
C 0.797575 -9.825031 -8.914494 0.782 -0.307 0.608 -0.0891
C 0.140185 -8.987341 -7.802734 -0.317 -0.426 0.760 -0.2112
C 0.758465 -9.003971 -6.322544 -0.466 1.570 -0.975 -0.0432
N 0.127895 -7.845781 -5.463464 -0.546 0.469 2.143 -0.2290
C -1.451175 -7.853101 -5.487624 1.826 -1.139 0.373 0.0375
C 0.638695 -6.398991 -5.654024 -0.171 0.030 0.489 -0.0714
C 1.823185 -6.106601 -4.641944 0.417 -0.572 -1.231 -0.1274
C 1.923915 -7.352601 -3.744744 -1.428 -0.538 -0.167 -0.1355
C 0.497405 -8.003301 -3.930434 1.470 0.040 -0.837 -0.0760
H 0.391535 -9.570231 -9.893424 -0.072 0.109 0.181 0.0830
H 0.784715 -10.912031 -8.834704 -0.427 0.032 0.374 0.0790
H 1.860535 -9.583721 -8.914074 0.099 0.164 -0.270 0.0756
H -0.911355 -9.234601 -7.657024 0.009 -0.491 -0.202 0.0900
H 0.068675 -8.015201 -8.290514 0.437 0.603 0.800 0.1030
H 1.836725 -8.854791 -6.265794 0.019 0.334 -0.334 0.1257
H 0.605925 -9.928361 -5.765474 -0.581 0.011 -0.237 0.1277
H -1.843275 -7.153991 -4.748974 0.281 0.517 -0.591 0.1015
H -1.681315 -8.813741 -5.026834 -0.289 -0.271 -0.602 0.1074
H -1.792785 -7.763161 -6.518794 -0.128 0.195 0.443 0.0961
H -0.212625 -5.792571 -5.344824 0.025 0.019 -0.230 0.1187
H 0.815235 -6.218321 -6.714344 0.287 -0.052 0.172 0.1260
H 1.735155 -5.189971 -4.058734 -0.800 -0.116 -0.061 0.1187
H 2.719075 -5.902521 -5.228324 0.187 -0.418 0.049 0.1079
H 2.072175 -7.124761 -2.689184 -0.206 0.212 -0.051 0.1178
H 2.718065 -8.065931 -3.965194 -0.057 0.129 -0.501 0.1101
H -0.228365 -7.405201 -3.379414 -0.065 -0.265 -0.071 0.1280
H 0.485175 -9.060001 -3.663354 -0.323 0.131 -0.001 0.1289
C 3.033145 4.058739 0.853076 -1.284 1.504 0.089 -0.0872
C 3.805235 4.562789 -0.386224 1.086 -1.536 0.254 -0.2021
C 4.499285 3.313329 -0.979984 1.054 0.443 -0.538 -0.1066
N 5.198805 3.446869 -2.365824 -0.112 -1.391 -1.390 -0.2291
C 6.365455 4.429929 -2.518984 -0.698 -0.199 1.365 0.0465
C 5.715895 2.066479 -2.740314 2.259 -1.321 0.751 -0.1445
C 5.737185 1.887569 -4.239294 -0.185 0.326 -0.177 -0.1496
C 4.442805 2.555979 -4.480944 -3.293 0.447 -2.145 -0.1904
C 4.126425 3.654339 -3.460654 1.068 -0.329 0.623 -0.0565
H 2.858195 4.940789 1.469096 -0.146 0.084 0.081 0.0782
H 3.343805 3.317749 1.589626 0.834 -0.265 -0.738 0.0896
H 2.043065 3.780579 0.491856 -0.024 -0.347 0.205 0.0830
H 4.562255 5.307529 -0.140484 0.097 -0.094 0.181 0.1077
H 3.100915 5.070369 -1.045314 -0.014 -0.346 -0.207 0.1105
H 3.883165 2.422879 -1.104824 -0.609 0.430 -0.162 0.1341
H 5.291655 2.926839 -0.338984 0.116 0.495 0.351 0.1367
H 5.949605 5.426999 -2.373974 0.263 -0.052 0.244 0.1052
H 6.943665 4.429089 -3.442974 -0.783 -0.606 -0.393 0.1132
H 7.074035 4.123139 -1.749644 -0.090 0.479 0.218 0.1095
H 6.695865 1.840319 -2.320074 0.211 0.778 0.348 0.1386
H 5.147495 1.238999 -2.315694 -0.815 0.573 0.062 0.1431
H 6.534275 2.306809 -4.853294 0.350 0.202 0.637 0.1246
H 5.658975 0.833809 -4.506854 0.160 0.036 0.177 0.1325
H 4.167955 2.876949 -5.485704 0.956 0.615 -0.313 0.1250
H 3.644675 1.813809 -4.464024 -0.070 -0.300 0.947 0.1247
H 4.261335 4.685049 -3.788584 -0.411 -0.164 -0.188 0.1306
H 3.168855 3.454039 -2.979994 0.012 0.462 -0.187 0.1316
C 6.588465 -5.086051 11.025356 0.071 0.072 0.931 -0.0873
C 6.683845 -4.536411 9.637676 -0.358 1.375 -1.099 -0.2525
C 5.341035 -4.581211 8.911906 0.677 1.163 -1.176 -0.0932
N 5.572255 -4.544191 7.346056 -1.774 -0.308 0.148 -0.2255
C 6.378785 -3.318251 6.847656 -0.897 -0.749 0.737 0.0457
C 4.117055 -4.528001 6.697966 1.817 -1.994 -0.968 -0.0251
C 4.307315 -5.446801 5.417316 -0.341 0.866 0.008 -0.1390
C 5.495225 -6.407761 5.658976 -1.857 0.712 0.998 -0.1386
C 6.184245 -5.867571 6.879466 2.045 0.910 0.130 -0.1362
H 7.470275 -4.856491 11.623546 0.514 -0.815 -0.390 0.0877
H 6.269215 -6.128251 11.028326 0.434 -0.085 0.240 0.0862
H 5.890575 -4.545201 11.664516 -0.706 0.157 -0.545 0.0909
H 7.360325 -4.976381 8.904946 0.479 -0.893 0.750 0.0985
H 7.082625 -3.522521 9.671026 -0.314 0.301 0.155 0.1158
H 4.666725 -3.730581 9.011076 0.144 0.022 0.710 0.1398
H 4.827935 -5.490601 9.224656 -0.173 -0.114 -0.714 0.1318
H 5.866615 -2.386411 7.087356 -0.263 -0.255 0.399 0.1107
H 6.398295 -3.344321 5.758146 0.423 -0.402 0.122 0.1092
H 7.341425 -3.320361 7.358946 0.026 -0.112 -0.493 0.0969
H 3.772955 -3.525101 6.445186 0.119 -0.095 0.462 0.1359
H 3.518075 -5.063651 7.434446 -0.259 0.456 -0.139 0.1249
H 4.427465 -4.837331 4.521656 0.182 0.134 0.098 0.1049
H 3.422035 -6.053121 5.225586 -0.165 0.296 0.164 0.1123
H 6.127385 -6.558251 4.783866 -0.197 -0.300 0.297 0.1265
H 4.979175 -7.263951 6.093396 0.531 -0.792 -1.074 0.1182
H 7.233835 -5.641871 6.691026 0.057 -0.009 -0.039 0.1255
H 6.209365 -6.636781 7.651346 -0.360 0.563 0.418 0.1355
C -3.335435 0.127439 -8.044044 -0.161 1.151 1.260 -0.0640
C -4.087525 1.409959 -7.528534 -0.410 -0.558 -0.561 -0.2303
C -3.305545 2.113549 -6.421234 -0.550 -0.242 -0.169 -0.1251
N -3.857695 3.532699 -6.033834 0.886 -1.086 -0.407 -0.2299
C -5.207475 3.305379 -5.336214 0.582 1.203 -0.913 0.0412
C -2.794375 4.220419 -5.116774 -0.148 -1.073 -1.727 -0.0655
C -2.759785 5.722279 -5.434904 0.193 -1.915 1.406 -0.1536
C -3.414525 5.827809 -6.787934 -1.494 1.164 0.290 -0.1440
C -3.942625 4.458189 -7.265714 0.091 0.294 0.681 -0.0675
H -3.410795 -0.646221 -7.279934 0.009 -0.108 -0.090 0.0774
H -2.289225 0.430739 -8.083654 0.151 -0.419 -0.538 0.0684
H -3.711445 -0.263941 -8.989314 0.083 0.290 0.101 0.0822
H -5.076385 1.118739 -7.174324 -0.031 -0.031 0.083 0.1041
H -4.275705 2.071119 -8.374434 0.192 0.114 -0.045 0.1013
H -2.252735 2.130079 -6.703044 -0.016 0.830 -0.059 0.1232
H -3.327645 1.474189 -5.538714 -0.149 0.351 0.338 0.1427
H -5.118895 2.691729 -4.439734 0.272 -0.081 -0.296 0.1157
H -5.879445 2.892849 -6.088784 0.059 -0.174 0.293 0.0998
H -5.579895 4.294089 -5.068164 -0.036 -0.031 0.105 0.1105
H -3.078605 3.834279 -4.137894 0.839 0.413 0.181 0.1403
H -1.872245 3.857859 -5.570994 0.086 -0.656 0.888 0.1239
H -3.275445 6.109829 -4.556284 -0.014 1.221 -0.618 0.1194
H -1.724225 6.052439 -5.517004 -0.135 0.033 0.600 0.1219
H -4.246405 6.489479 -6.546514 -0.364 0.011 -0.795 0.1181
H -2.789285 6.387359 -7.483694 -0.104 -0.492 -0.232 0.1261
H -4.983475 4.502179 -7.586374 0.126 -0.032 -0.003 0.1329
H -3.345875 4.067129 -8.089754 0.029 -0.243 0.302 0.1299
C -7.503045 10.030999 5.155606 -0.573 0.388 -0.593 -0.1108
C -7.141155 8.583759 5.538336 -0.156 1.074 -1.968 -0.1983
C -7.532725 7.602309 4.357876 1.458 -0.550 0.576 -0.0920
N -6.941575 6.196929 4.551616 0.217 -1.856 2.803 -0.2277
C -7.332695 5.713959 6.062006 1.038 0.398 -2.470 0.0843
C -5.411635 5.958519 4.282376 -0.398 0.234 -0.557 -0.0830
C -5.188525 4.454989 4.020596 -1.824 1.409 1.400 -0.1193
C -6.545935 4.064149 3.393816 0.942 -1.123 -0.728 -0.1545
C -7.553105 5.139419 3.666746 -0.491 1.401 -0.914 -0.1491
H -8.556355 10.271309 5.300096 0.163 0.277 -0.023 0.0831
H -7.207195 10.237359 4.127026 -0.480 -0.382 -0.446 0.0752
H -6.827085 10.754619 5.611206 -0.467 -0.105 0.899 0.0826
H -7.541615 8.349829 6.524746 0.259 -0.270 -0.235 0.1101
H -6.086715 8.858869 5.514406 0.567 -1.824 0.520 0.1092
H -7.119875 7.908959 3.396816 0.203 0.461 0.139 0.1250
H -8.583475 7.416349 4.135526 -0.208 0.293 0.683 0.1344
H -6.602065 6.179269 6.723656 -0.426 -0.176 0.142 0.1025
H -7.254235 4.628629 5.998886 0.115 0.156 0.443 0.0982
H -8.375035 6.009519 6.181516 0.269 0.083 0.259 0.1080
H -4.776055 6.388399 5.056546 -0.340 0.131 -0.028 0.1342
H -5.172765 6.358559 3.296966 -0.350 0.992 0.218 0.1287
H -5.177955 3.997539 5.009906 0.930 -0.528 -0.322 0.1164
H -4.296965 4.391179 3.396776 -0.151 -0.665 0.336 0.1311
H -6.852845 3.091489 3.778326 -0.094 0.100 -0.012 0.1229
H -6.467925 3.947609 2.312876 0.095 -0.093 0.017 0.1207
H -8.493645 4.722429 4.026746 0.021 0.512 0.339 0.1404
H -7.752635 5.731869 2.773826 -0.278 -0.413 -0.351 0.1279

Calculated DFT total energy (Ha), listed in the same order as above: -5299.13394, -1334.94742, -866.95844, -2307.64553
Calculated F_max (eV Å⁻¹), listed in the same order as above: 6.19, 2.90, 3.72, 3.96